70
Properties=species:S:1:pos:R:3 method="wB97M-V/def2-TZVPD" s2=3.79 total_charge=-2 orbital_gap_ev="4.2 / 4.2" multiplicity=4 lumo_energy_ev="4.601 / 4.597" homo_energy_ev="0.43 / 0.40"
Co -0.152 -0.699 -1.854
C 3.917 -0.280 -1.366
C 2.575 -0.106 -1.905
N 1.681 -1.161 -1.788
N 2.197 -2.377 -1.359
C 1.750 -3.542 -1.770
N 2.139 -4.585 -0.903
S 0.781 -3.820 -3.096
C 2.017 1.056 -2.403
C 2.692 2.291 -2.658
C 1.993 3.376 -3.097
C 0.600 3.272 -3.374
C -0.018 2.055 -3.114
N 0.618 0.960 -2.635
H 4.507 -1.043 -1.898
H 3.911 -0.604 -0.309
H 4.497 0.642 -1.403
H 2.712 -2.352 -0.488
H 3.071 -4.469 -0.521
H 2.076 -5.423 -1.447
H 3.781 2.371 -2.505
H 2.575 4.268 -3.274
H -0.039 4.083 -3.723
H -1.085 1.940 -3.309
F -5.978 -0.990 -4.110
C -4.699 -0.920 -3.615
C -4.491 -1.184 -2.291
C -3.194 -1.147 -1.795
C -2.078 -0.774 -2.562
C -2.387 -0.514 -3.915
C -3.667 -0.606 -4.462
H -5.324 -1.456 -1.668
H -3.024 -1.436 -0.774
H -1.573 -0.208 -4.589
H -3.822 -0.381 -5.519
C -0.498 -1.362 -0.178
Ge -0.349 -0.126 1.261
C -1.740 -0.712 2.552
C -3.083 -0.524 2.232
C -4.107 -1.096 3.019
C -3.771 -1.843 4.135
C -2.431 -2.053 4.464
C -1.442 -1.484 3.669
C 1.373 -0.377 2.216
C 1.964 -1.646 2.099
C 3.201 -1.943 2.691
C 3.886 -0.958 3.387
C 3.324 0.319 3.495
C 2.073 0.579 2.951
C -0.532 1.849 1.262
C -1.425 2.512 2.117
C -1.537 3.897 2.171
C -0.696 4.653 1.345
C 0.244 4.035 0.545
C 0.328 2.643 0.496
H -3.349 0.004 1.326
H -5.138 -1.008 2.700
H -4.563 -2.290 4.717
H -2.209 -2.678 5.294
H -0.413 -1.650 3.926
H 1.433 -2.382 1.512
H 3.631 -2.943 2.578
H 4.867 -1.175 3.810
H 3.894 1.104 3.982
H 1.637 1.574 3.033
H -2.072 1.911 2.745
H -2.263 4.377 2.798
H -0.802 5.726 1.351
H 0.916 4.652 -0.063
H 1.089 2.179 -0.138